{"formula": "C2H3N2O4", "method": "ωB97M-V/def2-TZVPD", "elements": ["O", "C", "O", "C", "N", "O", "N", "O", "H", "H", "H"], "coordinates": [[-2.746, 0.289, -0.329], [-1.742, -0.298, 0.038], [-1.396, -1.353, 0.458], [-0.560, 0.858, -0.223], [0.704, 0.190, 0.113], [1.118, 0.137, 1.320], [1.352, -0.390, -0.796], [2.396, -1.206, -0.312], [-0.757, 1.754, 0.450], [-0.620, 0.873, -1.309], [2.250, -0.851, 0.589]], "lowdin_charge": [-0.054, -0.767, 0.030, -0.034, -0.347, -0.083, 0.033, -0.041, 0.133, 0.100, 0.030], "max_force_ha_per_bohr": 0.07218, "homo_lumo_gap_ev": 8.5533, "smiles": "O=C([O-])C/[N+]([O-])=N/O", "e_lumo_ev": 4.2, "spin_multiplicity": 1, "e_tot_ha": -488.424303, "total_charge": -1}



{"formula": "H4NO2SSi", "method": "ωB97M-V/def2-TZVPD", "elements": ["N", "O", "O", "Si", "S", "H", "H", "H", "H"], "coordinates": [[1.762, 0.614, 0.192], [-0.825, -1.117, -0.630], [-2.053, 1.162, -0.885], [-1.579, 0.107, 0.074], [0.342, -2.301, -0.159], [1.495, -0.338, 0.243], [1.986, 0.898, -0.759], [0.762, 0.914, 0.336], [-1.890, 0.060, 1.586]], "lowdin_charge": [-0.015, -0.881, -0.396, 0.291, 0.193, -0.165, 0.010, -0.032, -0.005], "max_force_ha_per_bohr": 0.05402, "homo_lumo_gap_ev": 7.0834, "e_lumo_ev": 3.8, "spin_multiplicity": 1, "e_tot_ha": -895.373487, "total_charge": -1}